Record 1
A structure of composition C13H32IO2P2PrSi in a non-equilibrium geometry. Source: OMol25; level of theory: wB97M-V/def2-TZVPD.

Results
**Orbital gap (spin up / spin down)**: 0.2151 / 0.2143 Eh
**Total charge**: +2
**Energy above the lowest of the compared OMol25 structures with the same formula, charge and spin**: 0.0 kJ/mol
**HOMO energy (spin up / spin down)**: -13.53 / -13.51 eV
**LUMO level (spin up / spin down)**: -7.68 / -7.68 eV
**⟨S²⟩**: 2.009
**2S+1**: 3

Geometry as XYZ:
```
52
Properties=species:S:1:pos:R:3:forces:R:3:lowdin_spin:R:1
C -2.66783 -1.48220 -5.20680 -0.8611 -0.0795 -0.8550 0.000
C -1.39576 -1.83671 -4.70912 5.3582 -1.6890 1.6769 0.000
H -2.87017 -1.96813 -6.19320 0.4058 0.1337 0.5574 0.000
H -2.68343 -0.38476 -5.32553 -0.0869 -0.2865 0.1540 0.000
H -3.41721 -1.81882 -4.46988 0.1725 0.2377 -0.1570 0.000
O -0.33371 -2.17361 -4.37135 -5.2165 1.6402 -1.6632 0.000
I -2.50921 0.15733 -2.24499 -0.7317 0.0065 -0.5757 -0.012
Pr -0.33331 0.09280 -0.35946 0.0232 2.0031 2.0627 2.060
P -1.30824 -2.40142 0.84302 -0.4111 -1.6263 0.9768 -0.004
C -0.13056 -3.50985 1.71493 -0.0339 0.2056 0.0773 -0.001
C -2.66075 -2.27088 2.09655 0.1032 0.4059 -0.3095 0.000
H -3.03404 -3.26649 2.36666 0.1678 0.1955 -0.1116 0.000
H -2.59725 -4.35686 0.20290 0.1893 0.1463 -0.2407 0.000
H -3.48120 -1.67356 1.68364 0.0544 -0.1318 0.1308 0.000
H -2.57658 -3.11336 -1.10109 0.0139 -0.2879 0.1623 0.000
H 0.39487 -2.95700 2.49711 0.0083 -0.1971 -0.0350 0.000
H -2.27690 -1.76300 2.98780 -0.1384 -0.1279 -0.1736 0.000
C -1.97721 -3.63046 -0.34035 -0.1607 0.2685 -0.2839 0.000
H -0.67372 -4.35903 2.15915 0.1980 0.3012 -0.1516 0.000
H -1.14010 -4.14863 -0.82640 -0.2377 0.0769 0.0763 0.000
H 0.59368 -3.88670 0.99029 0.0531 -0.0430 0.1211 0.000
P 0.90228 2.34622 -1.90343 0.8217 0.8524 -0.7833 -0.004
C 2.73098 2.30126 -1.78984 0.0941 -0.0951 0.0351 0.000
C 0.75085 2.26796 -3.73078 -0.3308 0.0602 -0.1166 -0.001
H -0.47396 4.36915 -1.66023 0.5602 -0.1024 0.0431 0.000
H 1.15911 4.76392 -2.30390 -0.1947 -0.4271 0.3252 0.000
H 0.93180 4.38660 -0.56126 -0.0952 -0.0605 -0.2561 0.000
C 0.60627 4.13590 -1.57975 -0.5675 0.0624 0.1136 -0.001
H -0.28327 2.02456 -4.00994 0.2707 0.1665 -0.0451 0.000
H 1.03285 3.24445 -4.15981 -0.0862 -0.4652 0.0628 0.000
H 3.17505 3.06949 -2.44410 -0.1443 -0.2828 0.2648 0.000
H 3.09875 1.31293 -2.09931 0.0146 0.2626 0.0630 0.000
H 1.42041 1.49119 -4.12001 -0.1324 0.1545 0.0320 0.000
H 3.03500 2.48204 -0.75695 0.1130 0.0108 -0.0699 0.000
C 1.71027 -1.30451 -1.00843 5.4987 -3.2474 -1.1980 0.002
O 2.68713 -1.89296 -1.22478 -4.3806 2.5705 0.9096 0.004
C -0.21246 -0.22315 4.04844 -0.1573 -0.2153 0.1112 0.000
Si 0.81249 0.95878 3.00385 0.3628 0.6464 0.8315 -0.005
C 1.21091 2.37141 4.20419 0.2890 -0.2391 -0.1405 -0.003
C 2.36595 0.05834 2.38031 -0.0315 0.2559 0.0025 0.000
C 0.01824 1.67910 1.49548 -1.0524 -0.0184 -1.4989 -0.032
H 0.27850 -0.31033 5.03830 -0.1895 0.0315 -0.4893 0.000
H -0.31191 -1.24170 3.65346 0.0552 0.1771 0.0782 0.000
H -1.22409 0.16568 4.23554 0.2232 -0.0403 -0.0414 0.000
H 1.72471 1.99347 5.10140 -0.1033 0.1321 -0.2260 0.000
H 1.84764 3.13641 3.74138 -0.0932 -0.1393 0.1081 0.000
H 0.28994 2.87078 4.53723 0.1487 -0.1903 -0.1351 0.000
H 2.16911 -0.85183 1.78985 -0.0769 0.0398 0.1371 0.000
H 2.96336 0.73344 1.74882 -0.0411 -0.1306 0.1824 0.000
H 2.98617 -0.24350 3.23181 0.0001 -0.0402 -0.2022 0.000
H -0.97687 2.15993 1.69034 0.5979 -0.3029 0.0188 -0.002
H 0.65339 2.49630 1.05822 -0.2426 -0.5781 0.4445 -0.001
```
Forces are in eV/Å.

Record 2
A cluster of 2 separate species, C13H32N4O2P in total in a non-equilibrium geometry. Source: OMol25; level of theory: wB97M-V/def2-TZVPD.

Results
**Orbital gap**: 0.2343 Eh
**Total charge**: +1
**HOMO energy**: -10.71 eV
**LUMO level**: -4.33 eV

Geometry as XYZ:
```
52
Properties=species:S:1:pos:R:3:forces:R:3:lowdin_charge:R:1
C -6.53478 0.25982 -0.92594 -0.3075 0.4397 -0.1078 -0.163
C -6.06123 0.53493 -2.40100 0.7713 -0.0336 1.6069 -0.394
P -4.50354 -0.42872 -2.88219 -0.3240 -0.3689 -1.5056 0.951
C -4.91454 -2.21581 -2.45775 -0.2879 0.0091 0.9918 -0.284
C -3.18783 0.21622 -1.70322 -0.2915 0.4411 0.7977 -0.510
C -2.66224 1.63881 -2.04369 0.3220 -0.2179 0.5316 -0.166
C -1.93328 2.13875 -0.76407 -0.3869 1.1500 -0.5931 -0.151
N -0.93845 1.15826 -0.20984 -3.3939 -2.8037 0.0469 0.124
C -1.28271 -0.19048 -0.46107 0.4242 0.5387 -0.4754 -0.318
N -0.95615 -1.12663 0.42152 -0.2536 0.8699 0.1792 0.229
N -1.97823 -0.66674 -1.63492 1.4066 0.9576 0.5726 0.042
H -7.04894 -0.71100 -0.80294 0.3483 0.4629 -0.1169 0.063
H -7.24844 1.05089 -0.60065 0.3607 -0.5576 -0.2981 0.076
H -5.69493 0.31472 -0.19488 -0.4707 -0.1543 -0.5666 0.054
H -6.85336 0.34136 -3.14929 0.5394 0.0825 0.3758 0.080
H -5.77710 1.61242 -2.43080 -0.2455 -0.6763 -0.3797 0.063
H -4.03743 -2.79098 -2.10151 -0.2922 0.4672 -0.3147 0.032
H -5.33260 -2.75298 -3.33356 0.3742 0.6284 0.3139 0.042
H -5.68013 -2.27931 -1.65082 0.5241 0.0589 -0.4746 0.028
H -3.58837 0.24490 -0.65608 0.1427 -0.0497 -0.5903 0.112
H -3.46454 2.34812 -2.33679 0.5641 -0.3715 0.2831 0.121
H -1.90425 1.58666 -2.85901 -0.7764 -0.0187 0.2503 0.127
H -2.69297 2.33562 0.02825 0.5505 -0.0671 -0.4862 0.135
H -1.38975 3.08223 -0.97079 -0.2972 -0.5633 0.1922 0.132
H -1.01118 1.25294 0.80836 1.1410 0.2801 -0.1270 0.150
H -0.56481 -2.01124 0.12234 -0.8379 -0.2115 0.0070 0.149
H -1.08810 -0.92991 1.40457 0.9122 -0.0824 0.0699 0.142
H -1.38180 -0.45739 -2.44313 -0.3448 -0.2426 -0.1092 0.135
C 2.19678 0.06600 -0.46906 0.3068 -0.2526 0.0534 -0.138
O 3.38192 -0.69767 -0.46220 -0.3273 0.3254 -0.0954 -0.183
C 4.57332 0.07367 -0.63373 0.5439 -0.2713 0.0437 -0.196
C 5.36340 0.16488 0.66350 -0.3784 0.1220 0.0569 -0.205
N 4.68222 1.00532 1.64542 0.0789 -0.1472 -0.0457 -0.055
C 5.19944 0.90055 3.01073 -0.2056 0.0005 0.0422 -0.191
C 5.20202 -0.47416 3.69169 0.1576 0.2139 0.2170 -0.215
O 3.91427 -0.97798 4.02245 0.0700 -0.0446 -0.2505 -0.175
C 3.20856 -1.56367 2.94654 -0.1265 0.0033 0.4402 -0.108
H 1.36163 -0.62590 -0.56774 0.1090 -0.0886 -0.0630 0.053
H 2.06911 0.60963 0.47343 -0.1139 0.2068 -0.0615 0.072
H 2.17131 0.76637 -1.30852 -0.0119 0.0897 0.0411 0.092
H 4.35954 1.06352 -1.04807 -0.1255 0.0088 0.1389 0.123
H 5.18154 -0.46313 -1.36619 -0.0255 0.0288 0.0062 0.125
H 6.35226 0.58340 0.45536 -0.0227 -0.0041 0.0019 0.128
H 5.49859 -0.85741 1.03347 0.1364 -0.0826 -0.1384 0.102
H 3.70255 0.76104 1.66178 0.0029 -0.0158 -0.0037 0.056
H 4.58891 1.56695 3.62672 0.0866 -0.0151 0.0310 0.120
H 6.21691 1.30271 3.03088 0.0205 -0.0870 -0.0297 0.120
H 5.71765 -0.35410 4.64763 -0.0619 0.0083 -0.0087 0.124
H 5.77756 -1.22217 3.13582 -0.1147 -0.0231 -0.1371 0.113
H 3.86792 -2.10017 2.26145 0.0090 0.0896 -0.1016 0.091
H 2.62958 -0.80554 2.41254 0.0187 -0.0406 -0.2742 0.059
H 2.49470 -2.27758 3.36499 0.1025 0.0087 0.0631 0.088
```
Forces are in eV/Å.

Record 3
A structure of composition C13H33AsBr3F6O12S4 in a non-equilibrium geometry. Source: OMol25; level of theory: wB97M-V/def2-TZVPD.

Results
**Orbital gap (spin up / spin down)**: 0.2603 / 0.0908 Eh
**Total charge**: 0
**HOMO energy (spin up / spin down)**: -10.81 / -10.81 eV
**LUMO level (spin up / spin down)**: -3.73 / -8.34 eV
**⟨S²⟩**: 0.757
**2S+1**: 2

Geometry as XYZ:
```
72
Properties=species:S:1:pos:R:3:forces:R:3:lowdin_spin:R:1
As 0.70794 -0.50161 -0.47035 0.0151 -2.4149 0.8140 0.000
F 0.85123 -2.07907 -1.36231 -0.1547 1.7695 -0.0268 0.000
F 1.89029 -1.29696 0.66620 -0.9962 1.1054 -0.8873 0.000
F 0.51969 0.84756 0.55962 0.4351 0.5593 -0.4165 0.000
F -0.39239 0.17914 -1.73661 1.2330 -0.9331 1.4256 0.000
F -0.64042 -1.20170 0.50333 0.9600 0.3204 -1.3517 0.000
F 2.13161 0.21191 -1.31012 -1.2467 -0.6266 0.2157 0.000
O -2.70330 3.92030 -6.03959 2.4696 -2.2046 0.8091 0.000
S -1.96836 2.79167 -5.42230 -4.2867 1.2366 0.8947 0.000
O -0.89968 2.04993 -6.02485 -0.1651 0.2105 -0.2309 0.000
O -1.47707 3.36055 -3.98803 -0.8328 1.0825 -0.4110 0.000
C -0.45248 2.68275 -3.25624 0.0450 -2.3988 -0.9385 0.000
C 0.89676 3.13044 -3.74150 -0.4661 -0.0093 -0.2391 0.000
C -3.43163 1.66388 -4.84493 1.5370 1.3844 0.2415 0.000
H -0.68895 1.63990 -3.46757 0.7298 -0.3365 0.0903 0.000
H -0.51886 2.70998 -2.16861 -0.6688 0.9174 -0.1052 0.000
H 1.69242 2.55302 -3.27074 0.0637 0.4513 0.3835 0.000
H 0.85448 4.19936 -3.53239 0.9688 0.0713 0.0098 0.000
H 0.98332 2.97699 -4.81717 -0.0786 0.1172 0.0287 0.000
H -3.06293 1.19414 -3.93306 -0.0332 -0.6350 -0.3785 0.000
H -3.83357 1.03798 -5.64166 0.5335 -0.0789 0.1349 0.000
H -4.20593 2.34712 -4.49601 0.1945 0.2362 -0.2913 0.000
O 6.15336 1.43773 1.44848 1.1126 -3.0218 -0.7730 0.002
S 6.45167 0.13218 0.81188 -0.8419 -0.1865 -1.4636 0.000
O 7.77153 -0.35665 0.36477 -2.2753 1.3898 1.5557 0.000
O 5.84328 -1.16362 1.67309 0.2591 1.3114 -1.2224 0.001
C 4.57488 -1.06884 2.36981 0.0930 1.6083 2.4007 0.000
C 4.89157 -0.76419 3.88133 -1.3068 -0.8393 -0.6311 0.000
C 5.38431 0.10436 -0.75372 0.7104 -0.3129 1.4071 0.002
H 3.93064 -1.94146 2.26206 0.7821 -0.3773 -0.3596 0.000
H 3.93345 -0.23877 2.07374 0.3643 0.1397 -0.7356 0.000
H 3.97283 -0.85344 4.46103 -0.4571 -0.0375 -0.1911 0.000
H 5.17222 0.27522 4.05154 0.7452 -0.3098 -0.2050 0.000
H 5.49506 -1.55647 4.32428 0.6520 0.4806 -0.1571 0.000
H 5.79129 -0.68416 -1.38673 0.0349 0.1557 0.2905 0.001
H 5.45650 1.07808 -1.23825 0.0606 -0.0476 0.2447 0.000
H 4.36027 -0.12709 -0.46068 0.0190 0.1513 -0.0066 0.000
O -6.09383 -0.33528 0.01523 1.1193 2.6545 -0.8317 0.000
S -5.06567 0.53389 -0.57529 2.0332 -2.2827 0.0226 0.000
O -5.18486 1.16294 -1.89257 -0.3477 -0.4048 2.0972 0.000
O -4.50527 1.59645 0.57278 -2.6103 -1.7170 -0.7084 0.000
C -3.30550 2.25081 0.33119 1.7596 1.4971 -0.5127 0.000
C -2.41784 2.21681 1.52195 1.2457 0.3444 1.7213 0.000
C -3.57306 -0.61467 -0.62069 -2.0841 0.6672 -0.8772 0.000
H -3.48455 3.31046 0.14908 -0.3524 -0.0297 -0.5071 0.000
H -2.72287 1.85468 -0.50051 -0.4233 -0.2153 -0.3111 0.000
H -2.66719 2.92601 2.31123 -1.0811 -0.3888 0.2974 0.000
H -1.42732 2.64668 1.37301 0.2391 -0.3387 -1.0726 0.000
H -2.23098 1.22915 1.94351 -0.2371 -0.0500 -0.0532 0.000
H -2.86319 -0.27833 -1.37637 0.4137 0.2681 0.7959 0.000
H -4.03117 -1.49420 -1.07309 -0.0439 -0.1919 0.2974 0.000
H -3.31343 -0.80241 0.42116 0.4960 0.1409 -0.4105 0.000
O -1.40588 -4.71935 5.72951 0.6303 0.6506 -0.5569 0.000
S -1.55161 -3.95903 4.52330 -1.0710 0.3107 -2.5831 0.000
O -2.31272 -4.54504 3.40027 1.6245 0.9731 1.8433 0.000
O -2.31064 -2.58853 4.94765 0.8489 -0.9755 -0.3122 0.000
C -3.17643 -1.93975 4.01385 -1.2137 1.4199 -0.3591 0.000
C -3.16409 -0.44654 4.42089 -0.3648 -0.6590 -0.3924 0.000
C 0.04557 -3.14418 3.82352 -0.9849 -0.7957 1.2152 0.000
H -4.15074 -2.42811 4.03205 -0.1489 0.2002 0.5609 0.000
H -2.96758 -1.97851 2.94475 1.1523 -0.4837 0.0919 0.000
H -3.74566 0.19809 3.76185 -0.2650 -0.3575 -0.2630 0.000
H -2.14004 -0.09577 4.29287 0.0602 0.0544 0.5757 0.000
H -3.58848 -0.31048 5.41561 0.4984 0.0428 0.1209 0.000
H 0.86048 -3.86099 3.72241 -0.3863 -0.2528 -0.0976 0.000
H 0.34345 -2.42254 4.58418 -0.1815 0.0546 -0.0846 0.000
H -0.19808 -2.66648 2.87455 -0.1909 -0.1319 0.1224 0.000
C 3.30435 -1.93049 -4.06595 1.2284 -0.1092 -0.7521 -0.036
Br 5.25904 -2.06374 -3.68748 -1.8913 0.0268 -0.6194 0.121
Br 2.71667 -3.72043 -4.82386 0.3508 1.9884 0.4584 0.551
Br 2.85898 -0.55273 -5.46156 0.2360 -1.7496 1.2618 0.358
H 2.77487 -1.71826 -3.13713 -0.2667 -0.0880 -0.1018 -0.002
```
Forces are in eV/Å.

no.,total energy (hartree)
1,-2451.374972
2,-1225.047270
3,-13567.539555